(1)
This record from OMol25 describes 3 unconnected molecules or ions with the total composition C16H48BN7O4P2 in a non-equilibrium geometry. The level of theory is ωB97M-V with the def2-TZVPD basis set.

```
78
Properties=species:S:1:pos:R:3:forces:R:3:lowdin_charge:R:1
P 4.8750 -4.8811 -1.4812 6.75 -0.54 -0.36 0.74
P -5.0604 5.3149 1.6982 -3.45 0.69 -5.88 0.74
O 0.7236 -1.2948 0.4079 1.29 1.77 1.33 -0.24
O -5.8568 4.0203 1.9935 2.33 0.40 2.94 -0.29
O -2.6415 -0.7006 -0.7732 -0.70 1.44 2.67 0.00
O 5.0073 -3.3525 -1.2730 -3.71 -0.64 0.08 -0.30
N 4.7229 -6.6384 -1.7206 -2.75 0.68 -0.83 -0.31
N -1.4975 1.7463 1.2540 1.52 -0.07 1.49 -0.01
N 5.7242 -5.2920 -0.0940 0.91 -0.87 2.29 -0.36
N -4.4986 4.7600 0.1797 1.41 -1.87 -0.70 -0.32
N -4.1447 6.8031 1.3587 1.96 -1.10 1.95 -0.31
N 5.7466 -4.8720 -2.9542 -0.44 1.05 -2.26 -0.32
N -6.4057 6.3171 1.6948 -1.87 1.81 0.36 -0.37
C 7.1509 -5.2586 0.1371 0.45 -0.01 -0.57 -0.12
C 0.4180 0.0877 0.8014 -0.46 1.18 -0.24 -0.18
C 7.1328 -5.2490 -3.1481 0.01 -0.69 0.01 -0.13
C 5.4785 -3.7114 -3.8207 -0.30 0.17 0.26 -0.15
C -2.7031 6.6935 1.5407 0.21 -0.09 0.06 -0.15
C -1.1457 0.2715 1.3672 1.75 -0.61 0.73 -0.27
C -5.0193 5.1174 -1.1251 0.26 0.65 -0.12 -0.13
C 3.7337 -7.0409 -2.7119 -0.22 0.02 -0.16 -0.15
C 4.9872 -5.1277 1.1595 -0.54 -0.06 -0.14 -0.12
C -4.5449 8.0263 0.6942 -0.90 0.66 0.86 -0.12
C 5.5779 -7.7264 -1.2929 -0.13 -0.11 1.42 -0.11
C -4.1463 3.3302 0.1389 -0.06 -0.03 0.47 -0.16
C 2.0962 -1.6925 0.7439 1.10 -1.36 0.45 -0.12
C -2.9225 -1.9011 1.6462 0.80 0.04 -0.06 -0.06
C -7.4110 6.4792 0.6687 0.16 -0.20 -0.68 -0.12
C -6.9506 6.6334 3.0155 0.43 -0.06 0.35 -0.12
B -2.2208 -0.7474 0.6515 -1.37 -0.77 -0.71 -0.32
H -8.2034 5.7311 0.7408 -0.20 -0.05 -0.10 0.09
H 4.4183 -3.4359 -3.7867 0.30 0.04 0.11 0.07
H -5.0311 2.7076 -0.0165 -0.12 -0.17 0.05 0.08
H -2.2664 7.6345 1.8965 -0.07 -0.11 -0.02 0.08
H -3.6846 8.6404 0.4009 0.16 -0.44 0.26 0.09
H -6.0519 4.7793 -1.2564 -0.11 -0.03 -0.05 0.08
H -3.7561 -1.3976 2.2962 1.53 -0.95 -1.05 0.08
H 7.8137 -4.5822 -2.6100 0.10 0.06 0.04 0.08
H 2.7640 -1.9757 -0.2032 -1.72 0.64 1.87 0.09
H -6.3484 7.4198 3.4813 0.01 0.07 0.17 0.07
H -6.9912 6.4468 -0.3434 -0.03 -0.20 0.34 0.05
H 5.3607 -8.6599 -1.8263 -0.33 0.39 -0.15 0.09
H 3.2560 -7.9915 -2.4457 0.05 0.13 0.00 0.08
H -3.6604 3.0215 1.0714 -0.29 0.07 -0.36 0.04
H 2.7148 -0.9070 1.3501 -1.44 -1.17 -1.12 0.09
H 2.0043 -2.6575 1.4398 0.29 1.99 -1.55 0.10
H 5.4222 -7.9411 -0.2286 0.20 -0.11 -0.08 0.08
H 7.4995 -4.2703 0.4441 0.20 0.10 0.07 0.09
H 1.0997 0.5203 1.6598 -1.05 -1.19 -1.58 0.13
H 5.6366 -5.0749 2.0428 0.07 -0.05 -0.44 0.08
H 4.3140 -5.9788 1.3025 -0.14 -0.03 0.11 0.08
H 7.7286 -5.5762 -0.7388 -0.27 0.25 0.12 0.05
H -5.1476 8.6488 1.3668 -0.02 0.08 -0.23 0.08
H -5.1186 7.8657 -0.2173 -0.13 -0.20 0.07 0.06
H -2.2103 6.4046 0.6077 0.09 0.04 -0.06 0.08
H -7.8560 7.4822 0.7366 0.03 -0.18 0.24 0.09
H -3.4323 3.1180 -0.6630 -0.04 0.30 0.03 0.08
H 4.3822 -4.2149 1.1532 0.06 0.02 0.05 0.06
H -6.9357 5.7599 3.6760 -0.08 0.02 -0.03 0.07
H 7.4193 -5.2058 -4.2070 -0.36 0.13 0.11 0.08
H 6.6398 -7.5388 -1.4448 0.00 0.24 0.06 0.06
H 7.3287 -6.2787 -2.8620 0.03 -0.05 0.26 0.06
H -4.4323 4.6618 -1.9334 0.08 -0.10 0.38 0.09
H 0.5982 0.8020 -0.1379 -0.63 -1.46 1.84 0.15
H -1.0707 0.0207 2.5316 -0.19 0.12 -2.44 0.14
H -1.8279 2.0275 2.2241 0.44 -0.33 -1.68 0.09
H -2.0336 -2.2527 2.3607 -2.13 0.52 -1.32 0.08
H 5.7029 -3.9354 -4.8683 0.12 -0.28 0.15 0.08
H 4.1873 -7.1376 -3.7027 0.00 -0.09 -0.08 0.08
H -7.9871 6.9932 2.9844 0.30 -0.13 -0.30 0.08
H -0.5545 2.2300 1.1764 -1.57 -0.45 0.04 0.08
H 2.9318 -6.2977 -2.7755 0.13 -0.11 -0.07 0.07
H 6.0741 -2.8455 -3.5203 -0.05 0.18 -0.01 0.08
H -2.4698 5.9372 2.2976 0.01 0.07 -0.16 0.07
H 7.4214 -5.9918 0.9103 -0.22 0.21 0.03 0.09
H -4.9571 6.1842 -1.3208 -0.20 0.17 0.10 0.06
H -3.3757 -2.8025 1.0526 0.86 1.71 1.23 0.07
H -3.5209 -0.2018 -0.8517 1.88 -1.17 0.16 0.12
```
Positions in Å, forces in eV/Å.

Values from the calculation:
SMILES: CN(C)P(=O)(N(C)C)N(C)C.CN(C)P(=O)(N(C)C)N(C)C.COC[C@@H](N)B(C)O
Net charge: 0
Strongest force on any atom: 6.8 eV Å⁻¹
M: 475.36 g mol⁻¹
DFT total energy: -55235.8777 eV



(2)
This record from OMol25 describes a molecular structure, C16H48F4N6O14PbS4 in a non-equilibrium geometry. The level of theory is ωB97M-V with the def2-TZVPD basis set.

```
93
Properties=species:S:1:pos:R:3:forces:R:3:lowdin_charge:R:1
Pb 3.9822 -0.8569 0.8703 -0.39 -0.02 0.22 1.63
S 0.7717 -2.1580 0.1529 3.69 -4.51 1.44 0.48
S 0.4858 0.2322 -0.0030 2.26 4.69 0.39 0.51
S 6.1890 2.1928 0.3907 2.53 1.04 3.01 0.45
S 4.3658 1.7867 -1.2833 -1.77 -1.47 -1.07 0.50
F 1.3902 1.5324 0.0592 0.38 -0.39 -0.11 -0.17
F 2.1103 -3.1290 0.3944 -0.34 0.33 -0.17 -0.29
F 3.4570 0.4756 -1.5603 0.07 -0.13 0.30 -0.25
F 6.7457 1.5283 1.7223 -0.59 -0.33 -0.17 -0.17
O -0.2846 0.4141 1.1574 -1.24 -1.00 0.41 -0.21
O -2.6331 -5.3375 -6.2441 0.38 -0.03 -0.13 -0.18
O 5.2299 1.8160 -2.3918 0.66 0.05 -0.01 -0.19
O 7.2995 2.1555 -0.4714 0.09 -0.59 -0.88 -0.21
O 1.7506 4.2506 2.5186 0.34 -1.04 -0.41 -0.19
O 0.3828 -2.4893 -1.1457 -0.75 0.14 -1.04 -0.19
O 3.4386 2.8175 -1.0533 -0.02 0.38 0.32 -0.22
O -2.8934 -1.4080 -1.2444 -0.01 0.05 0.56 -0.06
O 5.6970 3.4587 0.7963 -0.62 -0.09 -0.13 -0.22
O -0.0424 0.2827 -1.3064 -0.27 -0.85 -0.35 -0.20
O -0.5542 -0.7890 6.1738 -0.02 0.05 0.56 -0.18
O 0.0293 -2.4485 1.3108 -0.96 0.41 0.08 -0.21
O -0.2942 2.2005 3.2365 -0.09 0.29 0.27 -0.06
O -4.4525 1.6027 -1.8757 0.46 0.69 0.29 -0.21
N 1.1557 -3.1632 4.0113 -0.94 0.78 -0.49 0.05
N 1.7251 -0.8524 0.2669 -2.65 1.07 -0.84 -0.48
N 5.0107 1.1214 0.1067 -0.27 1.02 -1.63 -0.50
N 2.4257 1.6767 4.2312 -0.26 0.86 0.13 0.05
N -2.2159 0.7646 -3.4134 -1.09 0.42 1.50 0.05
N -2.6681 -2.1329 -4.3285 0.32 -0.22 0.34 0.03
C -2.0009 -3.2659 -5.0216 -0.57 1.06 -0.12 -0.44
C -2.3472 -4.9132 -7.5649 0.45 -0.51 0.17 -0.10
C -3.1191 1.9932 -5.3198 0.08 0.18 -0.04 -0.07
C 0.4677 -2.7302 5.2315 0.70 -0.06 1.38 -0.44
C -1.0652 0.5173 5.9657 0.35 -0.35 -0.51 -0.09
C 4.5978 2.7340 4.3802 0.21 0.17 0.40 -0.07
C -3.0457 -4.2928 -5.3992 -1.03 0.03 0.17 -0.23
C 0.2991 -1.2198 5.1583 -0.46 0.02 -1.13 -0.24
C 1.6776 4.6326 1.1455 0.27 0.12 -0.13 -0.09
C -3.0816 1.9378 -3.8000 1.28 -0.14 -0.63 -0.40
C 1.2849 -3.1397 6.4594 -0.91 0.16 0.04 -0.06
C -5.7163 1.5912 -1.2485 0.52 0.54 0.00 -0.10
C 3.0046 3.6029 2.7605 -0.27 0.66 1.11 -0.20
C 3.1064 2.9870 4.1486 1.03 -0.54 -0.11 -0.42
C -0.9663 -3.8237 -4.0838 0.44 -0.67 0.37 -0.06
C -4.4624 1.6630 -3.2858 -0.44 -1.43 0.57 -0.22
H -3.4168 -1.6887 -4.8513 0.01 -0.35 -0.29 0.06
H 3.2120 2.8056 2.0412 -0.11 0.09 -0.24 0.10
H -3.9368 -3.7856 -5.8096 0.23 0.08 -0.30 0.12
H 2.2609 -2.6597 6.4128 0.18 -0.32 0.08 0.08
H 5.0671 2.2189 3.5445 -0.10 -0.19 -0.12 0.05
H 0.5752 -2.7149 3.3052 0.50 -0.24 -0.47 0.02
H 1.3142 -4.2279 6.5330 0.48 0.00 -0.13 0.07
H -1.5539 -2.7910 -5.9024 0.28 -0.74 -0.26 0.13
H 0.6460 4.5393 0.8115 -0.06 0.35 0.07 0.09
H -1.4182 -4.0460 -3.1135 -0.10 0.33 0.02 0.08
H -2.1152 2.1289 -5.7225 -0.04 0.22 0.00 0.08
H -0.5601 -3.0812 5.3975 0.07 -0.39 -0.46 0.14
H 1.4308 1.9000 4.1589 -0.11 -0.57 -0.25 0.03
H 5.1619 3.6583 4.5215 -0.13 0.07 -0.02 0.09
H -3.4634 1.0360 -5.7179 -0.11 -0.01 0.14 0.07
H -3.3685 -2.0890 -1.7296 0.17 0.04 -0.29 0.03
H -6.3326 0.7987 -1.6778 -0.24 0.01 0.30 0.09
H -0.1274 -3.1451 -3.9272 -0.05 0.06 0.03 0.07
H -5.5159 1.4831 -0.1843 -0.12 -0.57 -0.03 0.09
H -3.4384 -4.7653 -4.4939 0.29 -0.06 0.09 0.13
H -1.9623 -1.4037 -4.2828 -0.25 0.21 0.41 0.04
H -4.6398 0.6185 -3.6096 -0.50 0.26 -0.35 0.13
H -6.1933 2.5798 -1.3111 -0.20 -0.18 -0.46 0.09
H -2.3121 -1.0027 -1.8940 -0.03 -0.39 -0.17 -0.03
H -1.3189 1.0249 -3.0084 0.15 0.58 -0.72 0.05
H 2.2869 4.0030 0.4907 -0.12 -0.16 0.31 0.05
H 2.7887 3.6732 4.9418 -0.31 0.16 -0.27 0.15
H 2.0875 5.6399 1.0253 -0.37 0.13 -0.01 0.10
H 3.7912 4.3646 2.7173 0.05 -0.08 -0.37 0.13
H -0.2495 1.5695 2.5112 -0.09 0.02 0.02 -0.01
H 2.5367 1.3663 5.1938 0.09 -0.23 -0.09 0.07
H -1.5441 0.6008 4.9819 -0.13 -0.10 0.13 0.08
H -3.7900 2.7746 -5.6818 0.14 0.08 -0.07 0.08
H -1.7869 0.6889 6.7567 0.08 0.26 0.07 0.09
H 1.0635 -4.1501 3.7959 -0.02 -0.10 0.49 0.08
H 0.7586 -2.8171 7.3610 0.13 0.19 -0.01 0.07
H -1.8397 -5.7304 -8.0809 -0.25 -0.19 0.12 0.09
H 0.1762 2.9857 2.9228 0.05 0.14 -0.06 0.02
H 1.2559 -0.6775 5.1163 0.02 -0.10 0.26 0.12
H -5.2670 2.3077 -3.6482 0.26 0.24 -0.18 0.13
H -1.6074 -4.1094 -7.5644 -0.39 0.34 -0.15 0.08
H -2.6471 2.8276 -3.3350 -0.32 0.28 -0.27 0.14
H -0.5654 -4.7913 -4.3985 0.03 0.17 -0.42 0.08
H -2.6904 0.5854 -2.5185 0.16 -0.72 -0.15 0.04
H -3.2723 -4.6887 -8.1020 0.10 0.37 -0.04 0.09
H -0.2130 -1.0166 4.1976 0.22 0.09 -0.05 0.13
H 4.7439 2.1362 5.2833 0.00 -0.05 -0.07 0.08
H -0.2489 1.2487 5.9395 -0.14 0.12 0.35 0.08
```
Positions in Å, forces in eV/Å.

Values from the calculation:
Net charge: 0
Strongest force on any atom: 6.0 eV Å⁻¹
M: 960.05 g mol⁻¹
DFT total energy: -114428.9243 eV
Relative energy (zero: lowest compared OMol25 entry of this formula, charge and spin): 0.0 kJ/mol



(3)
This record from OMol25 describes a molecular structure, C16H48F4N6O14PbS4 in a non-equilibrium geometry. The level of theory is ωB97M-V with the def2-TZVPD basis set.

```
93
Properties=species:S:1:pos:R:3:forces:R:3:lowdin_charge:R:1
Pb 12.7129 13.4967 -16.6212 0.56 -0.04 0.50 1.47
S 18.9504 13.5358 -16.9190 4.74 5.87 2.00 0.44
S 18.3886 11.3816 -17.7266 0.89 -4.61 -2.55 0.59
S 14.3437 12.0138 -11.0670 5.33 -8.88 4.35 0.36
S 13.6615 14.2420 -10.8713 -2.63 6.72 -0.30 0.60
F 18.4397 14.8699 -16.1530 -0.61 -1.11 0.26 -0.22
F 14.5698 10.9244 -12.2139 -0.05 -0.46 0.18 -0.20
F 17.3637 11.0630 -18.8971 -1.42 0.19 0.70 -0.21
F 12.1832 14.7000 -11.2536 -0.71 -0.16 -0.93 -0.23
O 6.2264 19.0572 -8.3229 -2.98 -0.24 0.86 -0.23
O 16.8592 20.9165 -4.4475 -0.01 -1.24 0.31 -0.18
O 19.5537 11.4782 -18.6157 -1.38 1.03 2.55 -0.28
O 19.5118 14.2106 -18.0719 -0.71 -1.30 0.45 -0.26
O 15.7017 12.3899 -10.7178 -1.41 0.18 -0.13 -0.25
O 5.9930 11.2051 -10.4180 1.83 0.77 -1.08 -0.18
O 13.5588 11.3475 -10.0433 0.80 0.59 -1.13 -0.25
O 14.3980 15.4063 -11.3995 -0.26 -3.21 0.57 -0.29
O 18.3668 10.1956 -16.8668 -0.71 2.93 -0.74 -0.27
O 12.7872 7.5304 -17.3102 -0.09 0.32 -0.11 -0.06
O 19.9016 12.9386 -15.9793 -1.95 0.31 -1.47 -0.26
O 13.4265 14.2101 -9.4422 1.70 -1.59 -1.43 -0.25
O 13.8290 18.2815 -16.0537 -0.18 -0.38 -0.20 -0.06
O 13.5058 9.9532 -2.7361 -0.36 0.03 -0.89 -0.18
N 20.0415 22.6649 -4.9223 1.29 1.62 0.12 0.03
N 15.7878 8.3031 -2.8693 0.64 0.08 0.24 0.02
N 8.2925 10.9823 -13.3925 -0.39 0.42 0.96 0.04
N 3.4002 16.7283 -7.3967 -0.35 1.01 -0.07 0.03
N 13.6001 12.9138 -11.9185 -2.97 6.82 -1.63 -0.26
N 17.5964 12.8107 -17.1205 0.75 -3.25 -1.22 -0.25
C 3.9656 17.9324 -8.0497 0.71 1.07 0.95 -0.39
C 5.8520 11.1616 -13.4835 -0.10 0.11 -1.77 -0.07
C 13.3684 11.2495 -3.3292 0.18 0.73 0.88 -0.12
C 7.5282 19.3472 -7.8919 -0.74 -0.66 -0.87 -0.12
C 6.3405 10.7655 -9.0987 -0.82 -0.16 -0.93 -0.09
C 3.0758 19.1506 -7.6099 -0.42 -0.75 -0.48 -0.07
C 19.6684 21.0734 -3.1486 -0.15 -0.71 -0.87 -0.04
C 17.8222 21.8773 -4.7669 -0.96 0.46 0.81 -0.25
C 7.0506 10.8047 -11.3122 -0.41 -0.39 0.92 -0.24
C 13.6145 8.9438 -3.7501 0.22 1.13 -1.23 -0.21
C 16.8865 19.7672 -5.2928 -0.73 0.69 -0.13 -0.09
C 15.3083 7.6574 -5.1019 -1.14 -0.93 -1.24 -0.08
C 7.0925 11.4471 -12.6711 -1.66 0.29 -0.21 -0.46
C 15.0821 8.7488 -4.1084 1.16 -0.60 2.29 -0.42
C 5.4444 18.1017 -7.5236 0.27 0.56 -1.56 -0.16
C 19.2611 21.5455 -4.5449 0.16 -0.94 -0.20 -0.50
H 19.6844 21.8641 -2.3985 0.10 0.08 -0.13 0.08
H 2.4114 16.9338 -7.3842 -0.27 -0.47 0.30 0.05
H 5.3525 18.3953 -6.4779 0.33 0.09 0.12 0.12
H 16.8232 20.1875 -6.2965 0.30 -0.59 -0.48 0.09
H 19.0195 20.2708 -2.7983 -0.17 0.10 0.01 0.08
H 15.5392 9.6947 -4.3992 -0.07 0.01 -0.11 0.14
H 13.5835 7.2546 -16.8563 0.28 -0.07 0.09 0.03
H 15.8038 8.9419 -2.0872 -0.12 0.80 -0.43 0.06
H 7.6149 19.6086 -6.8373 -0.02 0.14 0.05 0.09
H 14.8734 6.7396 -4.7062 -0.32 -0.12 0.14 0.07
H 13.2668 18.9894 -15.7391 -0.16 0.19 0.08 0.03
H 17.7125 22.2451 -5.7871 -0.17 -0.11 -0.45 0.12
H 5.5996 10.1045 -13.5671 -0.15 -0.11 0.58 0.08
H 8.0736 18.4342 -8.1309 0.96 0.23 0.26 0.08
H 5.6581 9.9206 -9.0066 0.12 -0.03 1.23 0.09
H 3.4975 15.8385 -7.8645 0.43 0.16 -0.37 0.07
H 17.5559 22.7093 -4.1150 0.11 0.29 0.07 0.13
H 7.7396 20.1696 -8.5753 0.93 0.03 0.44 0.09
H 14.6882 18.4723 -15.6775 0.30 0.02 0.11 0.04
H 14.7405 7.8861 -6.0038 -0.08 -0.06 -0.24 0.08
H 19.7483 23.0674 -5.8010 -0.01 -0.01 -0.14 0.07
H 16.2785 7.2971 -5.4440 0.45 0.96 0.50 0.08
H 6.1949 11.6106 -8.4259 -0.21 -0.39 0.24 0.09
H 19.9790 23.3917 -4.2237 0.03 0.26 0.06 0.07
H 13.0586 9.3220 -4.6080 -0.11 -0.09 -0.37 0.11
H 8.2200 9.9755 -13.3596 0.09 -0.53 -0.40 0.07
H 14.1944 11.6475 -3.9186 0.59 -0.77 -0.20 0.08
H 3.3191 20.1043 -8.0782 0.66 -0.07 0.36 0.08
H 12.1359 6.8695 -17.0753 -0.18 -0.18 0.03 0.03
H 6.0174 17.1810 -7.6333 -0.34 -0.49 0.38 0.11
H 17.7135 19.0704 -5.1561 0.42 0.38 0.02 0.09
H 2.9043 19.2146 -6.5354 0.75 0.17 0.16 0.08
H 3.9309 17.9420 -9.1391 0.26 -0.34 -0.15 0.13
H 15.9855 19.1774 -5.1246 -0.11 0.25 0.18 0.09
H 7.3712 10.4146 -9.0475 -0.01 0.07 0.13 0.08
H 6.9734 9.7191 -11.3727 -0.02 -0.43 -0.57 0.13
H 20.6449 20.6188 -3.3152 0.23 0.26 0.59 0.08
H 13.1667 7.9732 -3.5366 -0.04 0.13 0.88 0.13
H 8.9486 11.1635 -12.6463 1.21 -0.02 -0.29 0.06
H 7.1571 12.5274 -12.5417 0.19 0.10 0.03 0.14
H 15.3557 7.5051 -2.4259 -0.29 -0.51 -0.55 0.06
H 6.1012 11.4005 -14.5174 0.24 0.13 -0.26 0.07
H 2.0517 19.0101 -7.9556 -0.18 -0.44 -0.40 0.06
H 8.0394 10.9513 -10.8776 0.09 0.43 0.52 0.11
H 19.5831 20.8199 -5.2918 -0.33 -0.79 0.22 0.14
H 12.4950 11.4200 -3.9587 -0.39 -0.60 0.11 0.08
H 4.9611 11.7759 -13.3530 0.08 -0.21 0.88 0.08
H 13.3302 11.9645 -2.5074 -0.30 -0.17 0.20 0.08
```
Positions in Å, forces in eV/Å.

Values from the calculation:
Net charge: 0
Strongest force on any atom: 11.2 eV Å⁻¹
M: 960.05 g mol⁻¹
DFT total energy: -114416.9798 eV
Relative energy (zero: lowest compared OMol25 entry of this formula, charge and spin): 1152.5 kJ/mol



Question: Which of these has the lowest M?
Answer: C16H48BN7O4P2